10 unconnected molecules or ions with the total composition C34H96N12O10, computed with the ωB97M-V functional and the def2-TZVPD basis.

Calculated values
SMILES = COC[C@H](C)N.COC[C@H](C)N.COC[C@H](C)N.COC[C@H](C)N.COC[C@H](C)N.COC[C@H](C)N.COC[C@H](C)N.COC[C@H](C)N.NC(N)=O.NC(N)=O
Total charge = 0
DFT total energy = -75162.04541 eV
Kohn-Sham gap = 8.50 eV
ΔE to the lowest compared entry with this formula, charge and spin = 171.2 kcal per mole

CARTESIAN COORDINATES (ANGSTROEM)
C1 4.283 0.175 0.203
O1 3.353 0.031 1.236
C2 3.713 0.848 2.370
C3 2.533 1.091 3.355
C4 2.686 2.276 4.173
N1 2.212 -0.029 4.205
H1 3.988 -0.456 -0.636
H2 5.240 -0.195 0.573
H3 4.353 1.243 -0.002
H4 4.555 0.425 2.918
H5 4.125 1.832 2.148
H6 1.684 1.264 2.693
H7 3.573 2.466 4.778
H8 1.725 2.380 4.678
H9 3.011 3.116 3.559
H10 3.015 -0.116 4.811
H11 2.286 -0.879 3.665
C5 -5.022 -5.005 7.907
O2 -4.066 -4.757 6.861
C6 -3.660 -3.421 6.740
C7 -2.310 -3.369 5.902
C8 -2.338 -4.239 4.661
N2 -1.306 -3.989 6.803
H12 -4.991 -6.090 8.002
H13 -5.902 -4.563 7.441
H14 -4.674 -4.502 8.810
H15 -4.473 -2.793 6.378
H16 -3.428 -3.078 7.749
H17 -1.994 -2.364 5.621
H18 -2.441 -5.312 4.820
H19 -1.420 -4.050 4.103
H20 -3.073 -4.011 3.889
H21 -1.850 -4.781 7.115
H22 -0.597 -4.451 6.251
C9 -3.543 -5.776 -2.568
O3 -2.451 -5.072 -3.040
C10 -2.605 -4.085 -4.009
C11 -1.189 -3.428 -4.160
C12 -0.764 -2.502 -3.050
N3 -1.044 -2.552 -5.353
H23 -4.107 -5.058 -1.973
H24 -3.291 -6.698 -2.044
H25 -4.314 -6.025 -3.298
H26 -2.949 -4.687 -4.851
H27 -3.428 -3.374 -3.943
H28 -0.401 -4.158 -4.341
H29 -0.543 -3.088 -2.158
H30 -1.668 -1.963 -2.767
H31 0.123 -1.958 -3.372
H32 -0.573 -2.879 -6.184
H33 -0.692 -1.628 -5.147
C13 2.503 -2.392 -3.661
O4 3.845 -2.694 -3.970
C14 4.014 -2.964 -5.384
C15 5.389 -3.476 -5.795
C16 6.454 -2.438 -5.742
N4 5.374 -3.951 -7.190
H34 1.802 -3.176 -3.946
H35 2.101 -1.541 -4.213
H36 2.397 -2.466 -2.579
H37 3.405 -3.849 -5.567
H38 3.627 -2.143 -5.987
H39 5.600 -4.278 -5.088
H40 6.077 -1.453 -6.019
H41 7.311 -2.937 -6.194
H42 6.601 -2.253 -4.678
H43 4.763 -4.740 -7.347
H44 6.312 -4.312 -7.289
C17 2.021 3.885 -1.829
O5 1.690 5.057 -1.133
C18 2.222 6.271 -1.650
C19 1.149 7.287 -2.267
C20 1.897 8.439 -2.967
N5 0.181 7.758 -1.384
H45 3.075 3.650 -1.675
H46 1.891 3.954 -2.909
H47 1.329 3.123 -1.471
H48 2.719 6.751 -0.807
H49 2.947 6.037 -2.430
H50 0.649 6.768 -3.084
H51 2.566 8.112 -3.763
H52 2.528 8.985 -2.266
H53 1.188 9.109 -3.452
H54 0.154 6.910 -0.836
H55 -0.607 7.823 -2.012
C21 0.056 4.071 1.643
O6 0.759 5.313 1.785
C22 0.369 6.066 2.942
C23 1.136 7.418 2.906
C24 1.064 8.230 4.205
N6 0.779 8.197 1.757
H56 0.620 3.354 2.240
H57 0.239 3.876 0.587
H58 -1.031 4.053 1.723
H59 -0.681 6.337 2.840
H60 0.666 5.539 3.849
H61 2.159 7.086 2.730
H62 1.528 7.672 5.019
H63 0.032 8.388 4.518
H64 1.563 9.191 4.083
H65 0.066 7.725 1.218
H66 1.555 8.297 1.120
C25 0.914 0.597 -1.499
O7 0.423 1.102 -0.311
C26 -0.747 0.560 0.143
C27 -0.679 -0.842 0.681
C28 -1.891 -1.163 1.567
N7 0.486 -1.040 1.593
H67 0.365 0.818 -2.414
H68 1.041 -0.485 -1.528
H69 1.907 0.904 -1.827
H70 -0.823 1.221 1.006
H71 -1.717 0.713 -0.330
H72 -0.595 -1.435 -0.230
H73 -2.169 -0.384 2.277
H74 -1.675 -2.035 2.183
H75 -2.624 -1.607 0.893
H76 0.456 -0.329 2.310
H77 1.177 -0.562 1.033
C29 -5.518 -1.334 2.559
O8 -5.457 -1.546 1.203
C30 -6.293 -0.900 0.179
C31 -6.396 -1.846 -1.034
C32 -4.984 -2.008 -1.668
N8 -7.289 -1.245 -2.053
H78 -4.613 -1.664 3.069
H79 -6.401 -1.808 2.988
H80 -5.562 -0.251 2.673
H81 -7.262 -0.797 0.667
H82 -5.791 0.058 0.041
H83 -6.688 -2.796 -0.586
H84 -4.855 -2.657 -2.534
H85 -4.309 -2.365 -0.890
H86 -4.571 -1.033 -1.926
H87 -7.224 -0.238 -1.995
H88 -6.756 -1.209 -2.909
N9 1.676 -3.687 2.815
C33 1.574 -4.015 4.081
N10 1.466 -2.968 4.817
O9 1.715 -5.121 4.521
H89 1.462 -2.784 2.417
H90 1.764 -4.502 2.226
H91 1.543 -2.047 4.411
H92 1.549 -3.049 5.820
N11 1.098 1.656 -4.972
C34 0.527 0.578 -5.374
N12 1.199 0.104 -6.327
O10 -0.415 0.103 -4.817
H93 0.691 2.052 -4.137
H94 1.945 2.035 -5.370
H95 2.023 0.540 -6.717
H96 0.904 -0.720 -6.831